No. 1
{"formula": "C23H103AlNO33", "method": "ωB97M-V with the def2-TZVPD basis set", "symbols": ["C", "C", "O", "C", "Al", "C", "C", "C", "C", "C", "C", "C", "C", "C", "C", "C", "C", "N", "C", "C", "C", "C", "C", "O", "C", "O", "C", "C", "O", "H", "H", "H", "H", "H", "H", "H", "H", "H", "H", "H", "H", "H", "H", "H", "H", "H", "H", "H", "H", "H", "H", "H", "H", "H", "H", "H", "H", "H", "H", "H", "H", "H", "H", "H", "H", "H", "H", "H", "H", "H", "H", "H", "H", "H", "O", "H", "H", "O", "H", "H", "O", "H", "H", "O", "H", "H", "O", "H", "H", "O", "H", "H", "O", "H", "H", "O", "H", "H", "O", "H", "H", "O", "H", "H", "O", "H", "H", "O", "H", "H", "O", "H", "H", "O", "H", "H", "O", "H", "H", "O", "H", "H", "O", "H", "H", "O", "H", "H", "O", "H", "H", "O", "H", "H", "O", "H", "H", "O", "H", "H", "O", "H", "H", "O", "H", "H", "O", "H", "H", "O", "H", "H", "O", "H", "H", "O", "H", "H", "O", "H", "H"], "positions_angstrom": [[-2.10, 6.03, -1.67], [-3.30, 5.87, -0.70], [-4.46, 5.61, -1.51], [-3.09, 4.76, 0.39], [-3.24, 2.92, -0.55], [-1.81, 1.61, 0.01], [-1.87, 1.03, 1.48], [-2.72, -0.28, 1.61], [-1.89, -1.52, 2.12], [-1.39, -1.40, 3.61], [0.17, -1.25, 3.78], [1.00, -2.49, 3.25], [2.36, -2.11, 2.52], [2.05, -1.11, 1.36], [2.95, -1.24, 0.06], [4.33, -1.94, 0.26], [5.33, -1.15, 1.17], [5.51, -1.73, 2.51], [5.68, -0.93, 3.63], [5.77, -1.83, 4.75], [5.69, -3.23, 4.29], [5.54, -3.05, 2.87], [-5.17, 2.21, -0.46], [-5.43, 1.01, -1.23], [-4.54, 0.92, -2.29], [-4.99, -0.02, -3.31], [-3.81, -0.65, -3.83], [-2.73, 0.33, -4.38], [-1.69, 0.58, -3.39], [-1.88, 5.11, -2.25], [-2.36, 6.82, -2.41], [-1.15, 6.30, -1.12], [-3.48, 6.86, -0.21], [-5.22, 5.56, -0.92], [-3.96, 4.80, 1.10], [-2.13, 4.88, 0.93], [-2.94, 3.22, -2.12], [-0.81, 2.12, -0.10], [-1.75, 0.71, -0.66], [-0.82, 0.81, 1.77], [-2.27, 1.78, 2.20], [-3.15, -0.53, 0.61], [-3.61, -0.10, 2.26], [-1.09, -1.79, 1.40], [-2.62, -2.37, 2.10], [-1.90, -0.53, 4.09], [-1.75, -2.30, 4.16], [0.48, -0.27, 3.37], [0.35, -1.19, 4.89], [0.38, -3.19, 2.64], [1.29, -3.08, 4.16], [2.81, -3.07, 2.21], [2.97, -1.59, 3.30], [1.00, -1.32, 1.05], [2.10, -0.08, 1.79], [2.37, -1.77, -0.73], [3.15, -0.20, -0.30], [4.20, -3.01, 0.56], [4.80, -2.00, -0.75], [4.99, -0.09, 1.24], [6.34, -1.09, 0.70], [5.73, 0.17, 3.67], [5.92, -1.52, 5.79], [5.74, -4.15, 4.87], [5.44, -3.81, 2.09], [-5.86, 3.06, -0.70], [-5.38, 1.94, 0.60], [-4.36, 1.87, -2.83], [-3.60, 0.47, -1.88], [-3.33, -1.31, -3.08], [-4.14, -1.30, -4.67], [-3.13, 1.31, -4.73], [-2.20, -0.11, -5.25], [-1.93, 1.43, -2.97], [-0.87, 3.29, -4.47], [-0.87, 2.32, -4.46], [-1.59, 3.52, -5.07], [1.44, 2.29, 2.06], [1.91, 2.79, 2.74], [1.42, 2.89, 1.30], [3.04, 2.14, -0.81], [2.20, 1.67, -0.94], [3.28, 2.43, -1.70], [-5.44, 1.21, -6.19], [-5.47, 1.03, -5.25], [-4.68, 0.72, -6.51], [1.86, -0.38, -3.07], [1.95, -1.35, -2.99], [1.02, -0.26, -3.52], [1.97, -5.11, 5.19], [2.04, -5.27, 6.14], [2.71, -5.60, 4.81], [-5.20, -2.01, -1.07], [-5.06, -1.19, -1.57], [-6.01, -2.37, -1.46], [-8.04, -0.97, -1.40], [-7.18, -0.52, -1.43], [-8.32, -0.88, -0.48], [0.81, 6.23, 0.65], [1.22, 6.71, 1.37], [0.88, 6.82, -0.10], [-7.25, 3.10, -4.07], [-6.68, 2.41, -3.71], [-8.11, 2.67, -4.16], [2.88, -7.75, 4.44], [3.51, -8.41, 4.75], [2.03, -8.21, 4.46], [8.71, -4.98, 4.53], [9.23, -4.51, 5.19], [7.99, -4.36, 4.32], [-5.23, -5.09, 0.42], [-5.08, -4.28, -0.07], [-6.03, -5.45, 0.04], [6.89, 2.07, 4.40], [6.98, 1.91, 5.35], [7.63, 1.61, 4.01], [1.60, 3.05, -3.51], [1.62, 2.09, -3.45], [0.79, 3.23, -4.01], [-0.05, -7.01, 4.07], [0.42, -6.51, 4.74], [-0.07, -6.42, 3.31], [-0.06, -9.40, 6.28], [-0.01, -8.59, 5.76], [-0.89, -9.80, 6.01], [-2.87, 5.10, -4.65], [-3.20, 5.25, -3.75], [-2.52, 5.95, -4.91], [3.14, -1.82, -5.38], [3.16, -1.18, -4.65], [4.06, -2.08, -5.48], [-11.26, -0.31, -1.28], [-11.33, 0.32, -0.55], [-10.35, -0.61, -1.24], [4.50, 0.60, -4.85], [4.99, 1.09, -4.18], [4.47, 1.20, -5.60], [3.38, 4.10, 3.42], [4.34, 4.18, 3.43], [3.11, 4.69, 2.71], [5.20, 5.46, 5.21], [4.26, 5.49, 5.42], [5.49, 4.61, 5.56], [1.61, -5.16, 8.33], [1.56, -4.38, 8.90], [0.98, -5.77, 8.72], [0.78, 2.63, -6.82], [0.44, 2.78, -5.93], [1.15, 3.48, -7.08], [2.69, -3.06, -2.57], [2.80, -3.22, -1.63], [3.42, -3.55, -2.97], [2.96, 2.67, -6.43], [2.36, 2.15, -6.97], [2.62, 2.56, -5.53], [7.35, -3.61, -0.58], [8.17, -3.12, -0.73], [7.19, -3.52, 0.37], [-6.38, 4.00, -7.27], [-7.34, 4.05, -7.18], [-6.16, 3.12, -6.92]], "mulliken_charge": [-0.723, 0.430, -0.483, -0.907, -0.588, -0.495, 0.760, -0.109, -0.340, -1.117, -0.458, -0.591, -0.036, 0.800, -0.271, -0.345, -1.061, 0.632, -0.699, -0.826, -1.305, -0.051, -0.228, -0.318, -1.276, -0.628, -0.363, -0.594, 0.067, 0.050, 0.377, -0.231, 0.334, 0.277, 0.376, 0.330, 0.052, 0.025, 0.308, -0.568, 0.186, -0.422, 0.329, 0.173, 0.346, 0.371, 0.445, 0.054, 0.424, 0.358, 0.175, 0.190, -0.140, -0.351, 0.170, -0.067, -0.211, 0.551, 0.298, 0.429, 0.289, 0.731, 0.384, 0.796, 0.420, 0.256, 0.330, 0.673, 0.788, 0.302, 0.456, 0.299, 0.360, -0.170, -0.629, 0.476, 0.260, -0.348, 0.229, 0.156, -0.507, 0.153, 0.273, -0.672, 0.392, 0.303, -0.517, 0.245, 0.308, -0.537, 0.281, 0.246, -0.538, 0.042, 0.286, -0.704, 0.398, 0.316, -0.554, 0.276, 0.280, -0.626, 0.257, 0.281, -0.585, 0.289, 0.324, -0.684, 0.301, 0.378, -0.641, 0.349, 0.293, -0.637, 0.322, 0.302, -0.670, 0.243, 0.267, -0.653, 0.366, 0.275, -0.661, 0.353, 0.309, -0.649, 0.306, 0.273, -0.592, 0.322, 0.300, -0.640, 0.312, 0.332, -0.532, 0.273, 0.290, -0.662, 0.329, 0.275, -0.653, 0.338, 0.312, -0.612, 0.297, 0.302, -0.814, 0.395, 0.328, -0.652, 0.310, 0.286, -0.749, 0.405, 0.444, -0.621, 0.308, 0.319, -0.615, 0.287, 0.350], "homo_ha": -0.20074, "homo_lumo_gap_ha": 0.2531, "max_force_ev_per_a": 3.88, "energy_ev": -101176.3334, "lumo_ev": 1.42, "charge": -1}


No. 2
{"formula": "C42H91Br2ClIN8O14P", "method": "ωB97M-V with the def2-TZVPD basis set", "symbols": ["C", "C", "O", "P", "O", "C", "C", "C", "C", "C", "O", "O", "C", "C", "C", "C", "Cl", "C", "Br", "O", "C", "Br", "C", "I", "C", "C", "O", "C", "C", "H", "H", "H", "H", "H", "H", "H", "H", "H", "H", "H", "H", "H", "H", "H", "H", "H", "H", "H", "H", "H", "H", "H", "H", "H", "H", "H", "H", "H", "H", "H", "H", "H", "H", "H", "C", "N", "C", "C", "O", "H", "H", "H", "H", "H", "H", "H", "C", "N", "C", "C", "O", "H", "H", "H", "H", "H", "H", "H", "C", "N", "C", "C", "O", "H", "H", "H", "H", "H", "H", "H", "C", "N", "C", "C", "O", "H", "H", "H", "H", "H", "H", "H", "C", "N", "C", "C", "O", "H", "H", "H", "H", "H", "H", "H", "C", "N", "C", "C", "O", "H", "H", "H", "H", "H", "H", "H", "C", "N", "C", "C", "O", "H", "H", "H", "H", "H", "H", "H", "C", "N", "C", "C", "O", "H", "H", "H", "H", "H", "H", "H"], "positions_angstrom": [[-5.51, 1.35, -1.02], [-5.06, 0.00, -1.68], [-4.97, 0.24, -3.11], [-3.61, -0.47, -3.79], [-3.96, -0.73, -5.25], [-2.15, 0.71, -3.84], [-0.83, -0.08, -4.12], [0.26, 0.09, -2.99], [1.55, -0.57, -3.59], [2.17, 0.27, -4.77], [3.57, 0.01, -4.87], [0.33, 1.47, -2.74], [1.48, 1.93, -2.07], [1.50, 1.74, -0.50], [0.73, 2.89, 0.27], [0.49, 2.54, 1.78], [-0.76, 3.48, -0.58], [-0.23, -0.84, -1.81], [-1.51, 0.05, -0.56], [0.81, -1.50, -1.12], [0.72, -2.91, -1.20], [-0.83, -3.65, -0.20], [2.11, -3.44, -0.65], [3.66, -3.39, -2.16], [2.05, -4.81, 0.08], [1.62, -6.01, -0.87], [-3.18, -1.91, -3.07], [-3.61, -3.03, -3.88], [-3.40, -4.38, -3.11], [-4.68, 2.09, -1.02], [-6.35, 1.74, -1.66], [-5.91, 1.20, 0.01], [-5.87, -0.74, -1.47], [-4.13, -0.40, -1.23], [-2.37, 1.36, -4.72], [-2.13, 1.39, -2.96], [-0.45, 0.29, -5.11], [-1.06, -1.15, -4.30], [1.25, -1.59, -3.95], [2.38, -0.67, -2.85], [1.70, -0.15, -5.70], [1.91, 1.35, -4.69], [3.87, 0.24, -5.75], [2.46, 1.57, -2.45], [1.50, 3.04, -2.22], [1.22, 0.73, -0.16], [2.57, 1.89, -0.21], [1.44, 3.75, 0.27], [-0.37, 1.87, 1.94], [1.43, 2.15, 2.24], [0.30, 3.51, 2.30], [-0.85, -1.64, -2.28], [0.69, -3.20, -2.27], [2.40, -2.68, 0.12], [3.10, -5.04, 0.38], [1.49, -4.78, 1.03], [2.35, -6.84, -0.72], [1.68, -5.73, -1.94], [0.62, -6.39, -0.56], [-3.00, -3.10, -4.81], [-4.69, -2.94, -4.12], [-3.63, -5.19, -3.85], [-4.10, -4.52, -2.27], [-2.34, -4.54, -2.81], [8.88, -0.56, -3.23], [7.67, -0.24, -2.50], [6.59, 0.44, -3.19], [7.52, -0.55, -1.19], [6.54, -0.30, -0.52], [9.33, 0.36, -3.61], [8.63, -1.22, -4.06], [9.60, -1.07, -2.58], [6.39, 1.39, -2.69], [5.69, -0.18, -3.14], [6.86, 0.62, -4.22], [8.40, -1.06, -0.76], [6.75, -4.07, 4.32], [5.80, -4.00, 3.22], [6.18, -3.30, 2.00], [4.58, -4.56, 3.30], [3.73, -4.54, 2.42], [7.00, -3.05, 4.64], [7.65, -4.57, 3.98], [6.33, -4.61, 5.16], [5.48, -2.49, 1.82], [6.13, -4.00, 1.16], [7.19, -2.91, 2.09], [4.40, -5.06, 4.26], [0.91, -1.74, 4.68], [1.87, -2.36, 5.58], [1.93, -1.92, 6.96], [2.71, -3.33, 5.16], [3.53, -3.89, 5.87], [1.11, -0.67, 4.63], [-0.10, -1.90, 5.07], [0.98, -2.17, 3.68], [2.93, -1.54, 7.18], [1.73, -2.77, 7.62], [1.20, -1.14, 7.14], [2.58, -3.58, 4.10], [-7.37, -0.15, 4.86], [-7.10, 0.50, 3.60], [-8.21, 0.94, 2.77], [-5.84, 0.73, 3.16], [-5.57, 1.28, 2.10], [-7.94, -1.06, 4.68], [-7.94, 0.52, 5.50], [-6.44, -0.42, 5.36], [-8.14, 0.44, 1.80], [-8.15, 2.01, 2.62], [-9.16, 0.69, 3.25], [-5.06, 0.37, 3.85], [-9.99, 5.10, -3.34], [-9.33, 4.43, -2.23], [-8.35, 3.39, -2.52], [-9.59, 4.74, -0.94], [-9.07, 4.22, 0.02], [-10.53, 4.36, -3.93], [-9.24, 5.59, -3.96], [-10.69, 5.85, -2.97], [-8.67, 2.46, -2.06], [-7.39, 3.68, -2.09], [-8.25, 3.26, -3.59], [-10.34, 5.54, -0.83], [8.92, 3.59, 2.83], [9.17, 2.88, 1.58], [8.24, 1.84, 1.17], [10.23, 3.16, 0.80], [10.49, 2.61, -0.25], [8.91, 2.87, 3.65], [7.94, 4.08, 2.77], [9.69, 4.34, 3.01], [8.78, 0.90, 1.07], [7.82, 2.10, 0.20], [7.44, 1.73, 1.90], [10.86, 3.97, 1.20], [3.09, 5.92, 1.31], [4.06, 5.29, 2.19], [4.10, 5.66, 3.59], [4.93, 4.35, 1.74], [5.75, 3.78, 2.42], [3.27, 7.00, 1.30], [2.09, 5.72, 1.68], [3.18, 5.54, 0.30], [5.09, 6.05, 3.83], [3.91, 4.78, 4.21], [3.35, 6.42, 3.80], [4.81, 4.13, 0.67], [-9.70, -1.49, -1.58], [-9.07, -2.17, -0.46], [-8.09, -3.20, -0.73], [-9.37, -1.87, 0.82], [-8.88, -2.40, 1.80], [-10.23, -2.22, -2.20], [-8.93, -0.99, -2.18], [-10.41, -0.74, -1.22], [-8.42, -4.14, -0.29], [-7.13, -2.92, -0.27], [-7.95, -3.32, -1.81], [-10.12, -1.07, 0.92]], "mulliken_charge": [-0.480, 0.823, -0.294, 0.346, -0.850, -0.445, -1.495, 1.395, -0.763, -1.004, -0.427, -0.470, -0.302, -0.174, 0.718, -1.243, -0.192, -1.492, -0.165, 0.439, -0.191, -0.125, -0.779, 0.070, -0.215, -1.202, -0.044, -0.321, -0.946, 0.270, -0.112, 0.114, -0.112, -0.141, 0.535, 0.259, 0.434, 0.541, 0.565, 0.012, 0.488, 0.328, 0.314, 0.139, 0.420, -0.231, 0.464, -0.158, 0.273, 0.293, 0.417, 0.960, 0.499, 0.372, 0.223, 0.435, 0.363, 0.290, 0.269, 0.291, 0.374, 0.403, 0.233, 0.109, -1.000, 0.224, -0.940, -0.023, -0.488, 0.352, 0.361, 0.299, 0.258, 0.274, 0.376, 0.327, -0.962, 0.231, -0.962, -0.467, -0.629, 0.339, 0.379, 0.313, 0.249, 0.247, 0.429, 0.729, -0.849, 0.133, -0.979, 0.583, -0.643, 0.373, 0.332, 0.192, 0.296, 0.292, 0.400, -0.066, -0.941, 0.220, -0.712, 0.098, -0.636, 0.305, 0.346, 0.296, -0.059, 0.390, 0.382, 0.264, -0.913, 0.188, -0.949, 0.033, -0.560, 0.320, 0.320, 0.314, 0.273, 0.296, 0.398, 0.267, -0.704, 0.254, -1.008, 0.032, -0.584, 0.285, 0.192, 0.318, 0.349, 0.223, 0.370, 0.254, -1.052, 0.173, -0.986, 0.089, -0.638, 0.415, 0.361, 0.307, 0.289, 0.307, 0.395, 0.326, -0.874, 0.160, -1.076, 0.050, -0.620, 0.351, 0.268, 0.312, 0.374, 0.296, 0.397, 0.369], "homo_ha": -0.32251, "smiles": "CCOP(=O)(CC[C@@](CCO)(OCC[C@H](C)Cl)[C@H](Br)O[C@H](Br)[C@H](I)CC)OCC.CN(C)C=O.CN(C)C=O.CN(C)C=O.CN(C)C=O.CN(C)C=O.CN(C)C=O.CN(C)C=O.CN(C)C=O", "homo_lumo_gap_ha": 0.3343, "max_force_ev_per_a": 4.12, "energy_ev": -255613.1746, "lumo_ev": 0.32, "charge": 0}


No. 3
{"formula": "C8H7N2O6S3Ti", "method": "ωB97M-V with the def2-TZVPD basis set", "symbols": ["Ti", "S", "C", "N", "C", "C", "C", "C", "C", "C", "S", "H", "H", "H", "H", "C", "S", "O", "O", "O", "H", "H", "H", "O", "N", "O", "O"], "positions_angstrom": [[-0.26, -1.61, 0.05], [-0.98, -1.28, 2.39], [-1.02, 0.25, 1.60], [-0.89, 0.22, 0.27], [-0.79, 1.51, -0.30], [-0.61, 1.82, -1.64], [-0.54, 3.16, -1.98], [-0.66, 4.16, -1.02], [-0.85, 3.85, 0.31], [-0.91, 2.51, 0.66], [-1.12, 1.82, 2.25], [-0.53, 1.04, -2.38], [-0.40, 3.43, -3.02], [-0.60, 5.20, -1.32], [-0.95, 4.63, 1.06], [2.66, -2.94, 1.96], [2.07, -2.54, 0.38], [1.52, -1.11, 0.45], [3.03, -2.74, -0.63], [0.73, -3.25, 0.19], [3.47, -2.24, 2.17], [3.02, -3.96, 1.90], [1.84, -2.83, 2.67], [-2.02, -2.39, -0.26], [-1.87, -2.30, -1.56], [-2.64, -2.65, -2.35], [-0.70, -1.74, -1.84]], "nbo_charge": [1.392, 0.061, -0.086, -0.585, 0.184, -0.237, -0.164, -0.182, -0.191, -0.242, 0.557, 0.236, 0.237, 0.240, 0.243, -0.894, 2.381, -0.843, -0.829, -0.846, 0.288, 0.290, 0.275, -0.414, 0.736, -0.152, -0.457], "de_lowest_kcal_mol": 8.3, "homo_ha": -0.45467, "homo_lumo_gap_ha": 0.2588, "max_force_ev_per_a": 1.83, "energy_ev": -79288.8707, "lumo_ev": -5.33, "charge": 1}


No. 4
{"formula": "C6H9N", "method": "ωB97M-V with the def2-TZVPD basis set", "symbols": ["C", "N", "C", "C", "C", "C", "C", "H", "H", "H", "H", "H", "H", "H", "H", "H"], "positions_angstrom": [[1.90, 0.41, 0.06], [0.92, -0.58, -0.38], [0.03, -1.10, 0.65], [-1.07, -0.07, 0.84], [-0.96, 1.00, -0.23], [-0.30, -0.10, -1.09], [-1.15, -1.12, -0.24], [1.53, 1.18, 0.76], [2.32, 0.92, -0.81], [2.72, -0.11, 0.55], [0.34, -1.81, 1.41], [-1.71, -0.09, 1.72], [-0.44, 1.93, -0.02], [-1.95, 1.18, -0.67], [-0.17, 0.02, -2.17], [-2.09, -1.64, -0.32]], "nbo_charge": [-0.429, -0.407, -0.056, -0.273, -0.410, -0.039, -0.251, 0.173, 0.202, 0.204, 0.221, 0.219, 0.190, 0.208, 0.209, 0.239], "de_lowest_kcal_mol": 81.0, "homo_ha": -0.31352, "homo_lumo_gap_ha": 0.3563, "max_force_ev_per_a": 0.97, "energy_ev": -7854.6486, "lumo_ev": 1.16, "charge": 0}